The following is a quantum chemistry calculation of a molecular structure, C37H44F3MnN6Sb, from the OMol25 dataset.

Positions of all 92 atoms, in Å:
H 1.08 1.44 -3.21
C 4.75 -0.18 -2.32
H 1.91 -4.87 -1.73
C -3.14 -0.42 -0.98
H -1.49 0.56 -1.93
H -3.01 -0.31 1.83
H 5.70 0.33 -2.12
H -3.13 -1.12 4.87
C 1.83 -0.20 2.50
H -1.52 -3.70 -2.32
H 1.57 1.34 4.57
N -0.21 0.20 4.61
C -1.34 -1.56 -2.14
H 5.36 -1.66 0.34
C -8.71 -0.33 -1.12
C -6.82 0.84 -2.02
H -2.81 5.19 -3.82
H -3.06 0.52 4.19
C -0.46 1.54 0.63
C -3.39 3.59 -2.52
C -3.77 2.26 -2.42
C -3.19 3.38 -4.91
H -2.98 3.82 -5.87
H -4.16 0.45 -3.53
C -1.97 -2.79 -1.95
C 2.62 -0.84 1.36
C 3.69 0.77 -2.88
H -6.24 -0.11 1.17
C -0.41 -0.39 3.39
C -3.16 -2.83 -1.26
H -4.72 -1.71 -0.31
H 1.65 2.40 -1.82
C 1.12 -3.12 -0.77
C 1.31 -4.49 -0.91
C -6.12 0.67 -0.84
H -1.19 -0.76 6.22
C -2.44 -1.18 2.18
H 3.47 0.58 -3.94
Mn 0.03 -0.57 0.36
C -0.20 -3.49 1.18
F -1.33 1.71 1.69
C -8.03 -0.50 0.08
F 0.61 2.32 0.95
C -3.58 2.05 -4.82
H -6.37 1.37 -2.86
H -1.80 -1.53 1.37
H 5.27 -2.38 -1.26
H -1.58 0.95 6.00
Sb -4.16 1.44 -0.49
N 0.41 -0.55 2.38
H -0.76 -3.13 2.04
H 1.97 0.88 2.45
N 2.52 0.49 -2.06
H 0.57 1.04 -1.57
H -0.42 -1.50 -2.72
C -3.86 1.49 -3.58
H 1.59 -2.45 -1.49
N 2.07 -0.40 0.07
H -3.66 1.45 -5.71
N -1.70 -0.85 3.36
H -3.30 4.20 -1.63
C 1.41 1.39 -2.17
C -8.11 0.35 -2.16
H -8.50 -1.02 0.90
C -6.74 0.01 0.21
C 4.69 -1.87 -0.49
H 4.94 -1.02 -2.99
H 0.69 1.30 6.08
C 2.87 -0.21 -0.95
H 3.66 -0.52 1.47
C -2.46 -0.35 4.49
C 0.72 -5.36 -0.01
H 3.98 1.82 -2.78
N 4.15 -0.66 -1.08
H -3.12 -2.01 2.38
C -3.75 -1.65 -0.79
C -3.10 4.15 -3.76
F -1.07 2.24 -0.39
H 1.64 -0.11 5.61
H -0.47 -5.54 1.76
C -1.37 0.02 5.47
H 0.86 -6.43 -0.12
H 2.26 -0.58 3.43
H -8.64 0.50 -3.09
H 3.90 -2.54 -0.18
C -1.91 -0.39 -1.65
C -0.03 -4.86 1.04
H -9.72 -0.71 -1.23
H 2.57 -1.93 1.45
C 1.00 0.69 5.23
C 0.35 -2.60 0.26
H -3.67 -3.77 -1.10

As for the largest force on an atom: 0.4 eV Å⁻¹. The value obtained for the HOMO energy (alpha / beta) is -0.384 / -0.384 Eh. Its multiplicity is 5. Its charge is +1.

---

The following is a quantum chemistry calculation of a molecular structure, C37H44F5N5PPdS3Si, from the OMol25 dataset.

Positions of all 97 atoms, in Å:
C 2.44 1.52 -5.08
C 3.24 2.01 -7.32
F 2.14 1.20 1.86
H 0.21 -5.38 -0.76
H 1.70 3.25 -3.97
F 4.54 1.42 2.96
C -2.52 -4.47 0.49
C -4.13 -0.49 -1.23
H -5.11 -0.26 -1.66
H -0.66 1.46 -0.83
H -3.20 0.32 -4.16
H 1.01 -2.07 3.85
H -1.53 2.58 5.26
C -2.72 5.33 6.86
N 3.29 5.09 -9.06
H 0.82 1.68 -2.84
C 3.11 4.33 -8.20
C 0.08 -1.59 3.53
H -0.86 -0.29 -0.94
F 3.55 -2.80 -0.31
C 2.32 3.79 -5.91
C 2.00 -4.33 2.02
H 1.62 -4.32 -0.80
H -0.24 -4.28 3.95
C 5.26 -0.56 1.91
H -0.44 -1.25 4.44
C -0.81 -2.55 2.75
H -1.78 -4.50 3.14
H 1.75 -5.91 -0.07
C -2.35 0.49 -3.49
C -3.64 2.47 -1.54
C 2.08 -1.25 -2.85
C 0.73 -4.47 1.17
H -2.45 -3.07 -1.94
C -2.24 4.04 6.68
N -1.71 3.94 3.02
F 5.94 -2.54 0.84
H -2.84 -4.44 1.52
C -1.37 0.66 -0.65
H -1.79 1.34 -3.88
H -4.25 -0.51 -0.14
C 4.98 -1.62 1.08
C 2.89 3.40 -7.16
H -3.85 -1.49 -1.56
H -1.66 -3.44 4.53
H 0.04 -5.16 1.68
C -1.12 4.63 2.02
C -1.60 2.25 1.64
H -1.69 -0.38 -3.53
H 0.37 -0.71 2.95
C 2.64 -0.71 -3.98
H -3.25 7.17 5.89
C 3.04 0.23 1.54
S -0.89 3.53 0.72
H -2.12 3.37 7.52
C -1.91 3.58 5.41
C -2.87 6.16 5.76
H 3.28 0.07 -6.48
N -1.98 2.59 2.82
C 1.36 0.76 -3.00
C 2.10 2.90 -4.91
H 2.75 -3.75 1.48
F 6.47 -0.43 2.49
N 1.27 -0.34 -2.24
H -2.31 -2.35 0.33
S -1.75 0.58 1.13
P -0.14 -2.86 1.03
H -2.65 6.37 3.63
H 3.34 -1.12 -4.69
H -1.75 -2.02 2.54
N 2.17 0.58 -4.07
H -1.12 -4.19 -1.78
H -1.95 -5.39 0.33
C -2.54 5.72 4.49
H 1.84 -3.85 2.98
H -2.98 5.68 7.85
Si -2.91 0.79 -1.76
C -1.14 -3.77 3.62
S -0.62 6.19 1.92
H 2.42 -5.32 2.21
C -1.50 -3.23 -1.43
C 4.27 0.38 2.14
C -1.71 -3.23 0.08
H -4.52 2.58 -2.17
C -2.05 4.43 4.33
C 3.73 -1.71 0.51
H -3.94 2.63 -0.50
H -0.80 -2.46 -1.77
H 3.68 1.67 -8.25
H -2.93 3.26 -1.81
C 3.02 1.11 -6.32
C 1.09 -5.05 -0.20
C 2.71 -0.82 0.71
H 2.24 -2.23 -2.44
Pd 0.71 -0.86 -0.02
H 2.08 4.84 -5.76
H -3.42 -4.54 -0.13

As for the largest force on an atom: 1.6 eV Å⁻¹. The value obtained for the HOMO energy (alpha / beta) is -0.058 / -0.187 Eh. Its multiplicity is 3. The energy relative to the best compared isomer or geometry (same formula, charge and spin) is 0.474 eV. Its charge is -1.

---

The following is a quantum chemistry calculation of a molecular structure, C37H44N2O3PtSbSe, from the OMol25 dataset.

Positions of all 89 atoms, in Å:
H -0.26 4.88 6.55
C -2.22 -2.70 -1.03
H -5.77 -1.60 1.10
Sb 0.41 1.52 1.67
C -0.52 2.92 5.71
C 0.89 3.64 -0.43
H -2.75 -1.76 -0.90
H 4.74 3.78 -0.13
H 2.39 1.38 -5.52
C -0.43 -1.10 -1.72
C 1.57 0.21 -3.94
H 3.43 -2.51 -2.36
C 1.57 -5.15 -1.25
H 3.05 -2.94 1.11
H 2.90 2.48 -2.70
H -2.16 -2.49 -5.34
H 0.55 0.56 -4.12
H -2.34 -4.49 -2.23
H -3.86 -3.84 -1.67
H -1.16 -2.03 -3.97
C 0.23 -3.21 -1.40
Pt -1.75 0.84 0.67
C -1.88 -2.77 -4.33
H 3.56 5.29 -1.69
C 1.74 -0.06 -2.45
H 0.67 5.84 4.47
C 1.68 -0.06 2.25
C 1.33 -2.47 -1.83
H -4.20 1.19 0.26
O -3.58 -0.44 3.96
C -2.90 -3.56 -2.09
H -5.23 1.89 2.21
C 0.33 -4.56 -1.09
C 3.66 3.74 -0.21
C 2.29 0.00 3.50
C 3.18 -0.99 3.88
Se -1.45 0.46 -1.77
H -1.37 -3.74 -4.39
H 1.47 -1.17 0.43
C 1.95 -1.12 1.39
C 2.94 2.84 0.57
O -3.89 0.29 0.46
C 0.52 4.00 3.38
H 0.93 4.42 2.47
H -2.19 -3.21 -0.06
H -0.52 -5.13 -0.75
C -4.42 -0.07 1.78
C -0.39 2.12 4.59
C 1.55 2.80 0.46
C 2.58 1.22 -4.46
H -4.08 -2.12 1.22
C -4.86 -1.52 1.69
C 0.14 2.66 3.42
H 1.69 -6.19 -1.02
H -5.03 -1.91 2.69
H 1.50 2.92 -3.67
H 2.07 0.82 4.17
H -0.19 3.59 -0.53
H -0.71 1.08 4.63
C 2.84 -2.11 1.78
H -3.55 -1.88 -3.28
N -0.84 -2.33 -1.36
O -2.27 0.74 2.61
C 0.37 4.80 4.50
C -3.12 -2.87 -3.44
H 3.59 0.80 -4.39
H -6.04 0.55 3.04
H -6.32 0.80 1.31
H 1.10 5.20 -1.89
H 3.13 3.31 -4.23
H -0.93 2.50 6.62
C 3.00 4.59 -1.09
C -5.58 0.86 2.10
H -3.88 -3.44 -3.97
H 4.14 -2.82 3.33
C 1.61 4.54 -1.20
C 2.67 -4.41 -1.71
H 3.65 -0.94 4.85
C 3.45 -2.04 3.02
H 1.51 0.81 -1.83
H 3.62 -4.91 -1.83
N 0.89 -1.17 -2.01
C -0.15 4.26 5.67
C 2.58 -3.07 -2.01
C 2.53 2.56 -3.72
C -3.33 0.07 2.90
H 1.69 -0.74 -4.47
H 3.46 2.19 1.26
H 2.77 -0.35 -2.22

As for the largest force on an atom: 1.6 eV Å⁻¹. The value obtained for the HOMO energy is -0.409 Eh. The energy relative to the best compared isomer or geometry (same formula, charge and spin) is 0.205 eV. Its charge is +1.

---

The following is a quantum chemistry calculation of a molecular structure, C37H46BBrClI2N7S3V, from the OMol25 dataset.

Positions of all 99 atoms, in Å:
H 1.83 3.28 -4.69
C -1.36 -3.76 -1.22
H -0.83 -2.71 1.93
Cl -0.11 -4.37 4.09
N -0.12 2.47 2.18
C -0.84 -2.10 -2.84
H 0.55 4.44 2.65
N -3.79 0.41 0.79
C 0.77 -3.92 2.68
H 5.77 -1.13 -3.14
H -1.25 -4.21 -0.24
H -3.26 -2.06 1.63
H 3.27 0.27 2.90
H 1.27 -1.38 5.65
H -1.89 3.41 -1.55
C 0.74 -0.61 5.11
H 4.68 3.04 -2.50
H 2.58 -2.61 -0.37
H 3.92 3.26 -0.93
C 2.72 -3.92 1.33
N -2.27 1.99 0.98
C -0.84 3.23 -1.51
I 3.89 -3.04 -3.20
C -0.71 -2.58 -1.52
H -6.24 -1.93 0.87
N 1.32 2.98 -1.94
H 4.15 -0.39 -2.91
H -4.00 -0.57 -1.73
C 0.60 3.39 2.88
H -0.01 3.67 -3.49
S -1.78 0.31 -1.05
S -0.56 -0.18 2.23
C 2.61 -0.43 3.42
C -1.29 -0.90 -5.35
H -3.09 -4.33 -4.09
C 0.18 -3.05 1.78
C 2.56 3.34 -2.62
H 3.21 -1.18 3.92
H -5.53 0.19 -1.25
H 1.99 -0.92 2.67
C -2.41 -3.86 -3.39
H 2.52 -5.09 3.14
C -4.49 -0.81 0.37
C -3.21 2.19 1.95
H -2.67 -5.34 -1.87
Br 1.30 -0.44 -2.11
C 0.17 1.26 2.69
C 2.65 0.92 5.52
H 3.72 -4.24 1.11
C -0.09 -1.00 -3.30
C -2.62 0.90 0.29
H -5.52 -1.13 2.26
S 2.15 1.80 0.37
C 2.53 2.76 -4.04
H 1.80 5.29 -3.22
H -3.14 3.00 2.65
C 0.10 3.36 -2.47
C 3.80 2.81 -1.91
C -3.56 -2.01 0.58
B -0.99 2.86 0.97
C -2.19 -4.41 -2.15
C -4.15 1.22 1.85
C -4.88 -0.68 -1.11
V -0.10 -1.22 -0.18
H -6.46 -0.19 1.07
N 1.05 1.40 3.72
H 2.08 1.50 6.24
H -4.07 -2.93 0.31
N 0.84 -2.56 0.72
C -5.76 -1.01 1.20
H -2.67 -1.91 -0.05
H -1.33 4.00 1.11
H 1.99 3.15 4.55
H 2.62 5.28 -1.66
H 3.13 0.10 6.05
C -1.75 -2.68 -3.77
C -0.30 -0.38 -4.50
H 3.73 1.74 -1.77
C 2.64 4.87 -2.67
H -1.50 -0.39 -6.28
C 2.07 -4.39 2.46
H 2.26 1.71 -4.00
C -1.97 -2.04 -5.01
H 3.56 5.19 -3.15
H 3.52 2.84 -4.48
C 1.75 0.33 4.43
H -5.02 1.06 2.45
H 3.43 1.54 5.09
H -2.70 -2.46 -5.68
C 1.32 2.75 3.83
H 0.27 0.49 -4.79
I 5.20 -0.99 -0.53
C 1.08 2.58 -0.65
H 0.11 -0.06 5.80
C 2.09 -3.01 0.50
C 4.82 -1.19 -2.63
N -0.23 2.77 -0.37
H -5.42 -1.57 -1.42
H 0.10 -1.09 4.37

As for the largest force on an atom: 3.6 eV Å⁻¹. The value obtained for the HOMO energy (alpha / beta) is -0.232 / -0.250 Eh. Its multiplicity is 4. Its charge is 0.

---

The following is a quantum chemistry calculation of 5 unconnected molecules or ions with the total composition C37H46ClN5O11P, from the OMol25 dataset.

Positions of all 101 atoms, in Å:
H -1.68 8.26 5.64
O 0.61 -2.19 0.43
H -2.78 -10.39 -5.35
H -4.57 5.79 7.30
C -4.37 5.15 6.44
C -0.20 1.45 2.11
H 0.84 -0.10 -6.58
O -3.18 8.31 7.55
C 0.47 -0.59 -4.41
C 0.22 9.22 5.45
C 1.90 -1.24 -4.39
O -0.83 -1.83 -5.86
O -2.58 9.55 9.20
H 2.08 10.28 5.54
C 0.11 1.64 3.46
H 2.56 -0.56 -3.80
H -2.71 -3.23 -4.52
O -0.82 5.31 4.40
H -0.42 10.65 8.98
C 1.16 10.04 6.06
H 3.16 -0.11 -1.07
C -2.10 -9.83 -4.73
H 4.92 -1.50 -3.06
O -3.24 -6.37 -2.85
H -0.19 0.10 0.46
H 5.21 0.64 -3.66
H 0.40 8.82 4.46
C 0.95 -0.61 3.58
H 0.93 0.76 5.23
C -5.08 3.42 4.92
H 1.40 -1.41 4.16
H -2.43 5.97 6.11
C -5.33 4.23 6.02
H 0.60 -4.36 -4.28
H -0.65 2.26 1.55
C -0.34 -8.38 -3.13
H 4.05 -1.33 -0.15
C -0.96 8.90 6.11
C -0.80 -10.28 -4.52
C 0.08 -9.56 -3.73
C -2.53 -8.65 -4.13
H -0.67 -1.66 -1.72
H -0.50 0.92 -5.78
H 1.64 -1.69 -1.60
N -2.09 -6.71 -2.68
N -1.65 4.52 3.98
H -6.27 4.15 6.55
C -1.64 -7.94 -3.33
P 2.82 -3.68 -5.34
O 3.10 -5.25 -4.78
H 2.59 -2.92 -0.78
C -3.17 5.25 5.77
O -1.47 3.80 3.02
C 5.14 0.60 -2.55
H 0.35 -7.82 -2.51
H 4.31 1.26 -2.22
O -1.29 -6.10 -2.00
H -0.48 -11.21 -4.98
H 0.71 -3.94 -2.57
H 1.09 -9.91 -3.57
C -2.93 4.43 4.68
C -3.88 3.52 4.24
C 0.06 0.24 1.50
N -0.65 -1.52 -4.63
H 5.84 -1.22 -1.54
H 3.79 -5.25 -4.11
C 0.47 0.39 -5.66
H -1.88 -4.47 -3.55
C 0.93 10.56 7.32
C 0.63 -0.79 2.24
C 0.27 0.38 -3.17
N 0.89 -2.08 1.61
O 1.36 -2.96 2.29
H -0.76 0.25 -2.76
H 0.30 1.44 -3.52
C -1.18 9.42 7.39
C 0.69 0.61 4.19
C 2.01 -2.72 -3.90
C 3.70 -1.09 -1.18
H -3.69 2.88 3.39
C 0.67 -3.48 -3.59
C -0.68 -2.68 -3.72
H -0.10 2.58 3.93
C -1.72 -3.70 -4.35
H 2.29 -1.17 -5.44
C -0.25 10.25 8.00
O 2.95 -2.90 -2.80
C -1.27 -2.37 -2.30
H 1.22 1.18 -5.40
H -2.33 -2.06 -2.42
C 2.64 -2.18 -1.60
H -5.83 2.71 4.60
Cl 4.76 -2.84 -5.54
H 1.06 0.29 -2.41
H 6.14 0.95 -2.18
H 1.66 11.20 7.79
H -1.31 -4.24 -5.22
N -2.41 9.07 8.10
C 4.94 -0.92 -2.12
H -1.27 -3.33 -1.73
H -3.54 -8.30 -4.29

As for the largest force on an atom: 2.9 eV Å⁻¹. The value obtained for the HOMO energy (alpha / beta) is -0.303 / -0.323 Eh. Its multiplicity is 2. Its charge is 0.

---

Number 1: M 806.5 g/mol, electronic energy -3455.4490 hartree. Number 2: M 915.5 g/mol, electronic energy -4162.7174 hartree. Number 3: M 960.6 g/mol, electronic energy -4532.3999 hartree. Number 4: M 1115.9 g/mol, electronic energy -7613.9561 hartree. Number 5: M 803.2 g/mol, electronic energy -3340.0018 hartree.